1:
Entry from the OMol25 dataset: a 2-piece molecular cluster, C6H6N2O2 overall (ωB97M-V/def2-TZVPD).

Positions of all 16 atoms, in Å:
C1 -2.340 0.091 0.183
C2 -1.631 -1.154 -0.069
C3 -0.348 -1.148 -0.429
C4 -0.141 1.257 -0.233
C5 3.208 -0.285 0.022
C6 2.554 -0.105 1.080
H1 -1.955 2.115 0.248
H2 -2.189 -2.088 0.064
H3 0.180 -2.051 -0.681
H4 1.384 0.050 -0.841
H5 3.541 -0.669 -0.898
H6 1.859 0.323 1.838
N1 -1.487 1.217 0.142
N2 0.399 0.017 -0.517
O1 -3.532 0.152 0.381
O2 0.497 2.279 -0.292

Values from the calculation:
SMILES = O=c1cc[nH]c(=O)[nH]1.C#C
2S+1 = 1
E_LUMO = 0.597 eV
E_HOMO = -0.346 hartree

Löwdin atomic charge list, values in e, 8 entries: -0.466, -0.006, -0.074, -0.526, 0.006, 0.026, 0.165, 0.123



2:
Entry from the OMol25 dataset: a 2-piece molecular cluster, C6H6N2O2 overall (ωB97M-V/def2-TZVPD).

Positions of all 16 atoms, in Å:
C1 1.024 -1.052 -0.521
C2 1.661 -1.431 0.692
C3 1.324 -0.813 1.838
C4 -0.314 0.693 0.724
C5 -1.647 1.419 -1.972
C6 -2.612 0.709 -1.849
H1 -0.405 0.301 -1.358
H2 2.469 -2.222 0.563
H3 1.777 -0.792 2.783
H4 0.264 0.812 2.756
H5 -0.600 1.718 -2.375
H6 -3.454 0.256 -1.660
N1 0.081 0.040 -0.445
N2 0.476 0.355 1.861
O1 1.140 -1.583 -1.626
O2 -1.185 1.590 0.588

Values from the calculation:
SMILES = O=c1cc[nH]c(=O)[nH]1.C#C
2S+1 = 1
E_LUMO = 0.286 eV
E_HOMO = -0.356 hartree

Löwdin atomic charge list, values in e, 8 entries: -0.444, -0.012, -0.039, -0.441, -0.030, 0.066, 0.076, 0.148



Most stable: 1. Least stable: 2.



1:
Entry from the OMol25 dataset: one molecule with the formula C6H6N2O2 (ωB97M-V/def2-TZVPD).

Positions of all 16 atoms, in Å:
C1 0.946 0.816 -0.673
C2 1.051 -0.519 -0.763
C3 0.132 -1.430 -0.179
C4 -0.972 -0.839 0.655
C5 -1.054 0.528 0.792
C6 -0.205 1.435 0.094
H1 1.593 2.714 -0.984
H2 2.703 1.387 -1.564
H3 1.880 -0.976 -1.400
H4 -1.509 -2.699 1.010
H5 -2.640 -1.438 1.632
H6 -1.798 0.957 1.486
N1 1.786 1.744 -1.247
N2 -1.725 -1.739 1.306
O1 0.192 -2.657 -0.201
O2 -0.198 2.666 0.182

Values from the calculation:
SMILES = NC1=CC(=O)C(N)=CC1=O
2S+1 = 1
E_LUMO = -0.987 eV
E_HOMO = -0.317 hartree

Löwdin atomic charge list, values in e, 8 entries: -0.234, 0.004, -0.357, -0.239, 0.021, -0.350, 0.106, 0.127



2:
Entry from the OMol25 dataset: a 2-piece molecular cluster, C6H6N2O2 overall (ωB97M-V/def2-TZVPD).

Positions of all 16 atoms, in Å:
C1 -2.485 -0.885 -0.794
C2 -3.390 -0.119 -0.756
C3 2.022 -0.050 -0.272
C4 1.470 -1.370 0.021
C5 0.261 -1.399 0.735
C6 -0.273 0.943 0.429
H1 -1.668 -1.540 -0.907
H2 -4.300 0.516 -0.577
H3 1.387 1.845 -0.608
H4 2.235 -2.271 0.017
H5 0.007 -2.306 1.283
H6 -1.523 -0.613 1.100
N1 0.918 1.017 -0.432
N2 -0.625 -0.430 0.767
O1 3.163 0.396 -0.540
O2 -1.140 1.796 0.687

Values from the calculation:
SMILES = O=c1cc[nH]c(=O)[nH]1.C#C
2S+1 = 1
E_LUMO = 0.044 eV
E_HOMO = -0.345 hartree

Löwdin atomic charge list, values in e, 8 entries: -0.030, 0.028, -0.378, -0.009, -0.132, -0.371, 0.034, 0.069



Most stable: 1. Least stable: 2.



1:
Entry from the OMol25 dataset: an isolated ion of composition C7H12N3 and charge +1 (ωB97M-V/def2-TZVPD).

Positions of all 22 atoms, in Å:
C1 -0.587 1.235 0.215
C2 2.063 0.646 0.628
C3 -2.752 0.104 0.231
C4 -2.779 -0.272 1.670
C5 1.184 -0.701 -1.158
C6 3.598 -0.548 -0.662
C7 -1.874 1.362 -0.026
N1 0.578 1.116 0.842
N2 -3.092 -0.670 -0.653
N3 2.189 -0.162 -0.313
H1 0.640 1.545 1.773
H2 -3.503 0.353 2.192
H3 -1.833 0.026 2.124
H4 -3.099 -1.278 1.801
H5 0.656 0.097 -1.762
H6 0.448 -1.220 -0.530
H7 1.448 -1.444 -1.872
H8 3.868 -1.487 -0.158
H9 4.320 0.186 -0.457
H10 3.599 -0.632 -1.727
H11 -2.228 2.236 -0.465
H12 -2.844 -0.494 -1.692

Values from the calculation:
2S+1 = 1
E_LUMO = -4.862 eV
E_HOMO = -0.502 hartree
charge = +1

Löwdin atomic charge list, values in e, 8 entries: 0.046, 0.033, -0.429, -0.018, -0.047, 0.014, 0.069, 0.107



2:
Entry from the OMol25 dataset: an isolated ion of composition C7H12N3 and charge +1 (ωB97M-V/def2-TZVPD).

Positions of all 22 atoms, in Å:
C1 -2.358 -1.016 -0.154
C2 1.638 -0.434 -1.386
C3 -1.041 -0.434 0.105
C4 1.438 -1.136 -0.281
C5 2.393 -1.758 0.706
C6 -2.247 1.526 -0.226
C7 0.074 1.743 0.485
N1 -3.370 -1.560 -0.206
N2 -0.975 0.886 0.043
N3 0.029 -1.223 0.184
H1 0.855 0.008 -1.873
H2 2.619 -0.442 -1.875
H3 2.257 -1.138 1.632
H4 3.353 -1.541 0.348
H5 2.100 -2.816 0.765
H6 -1.958 2.643 -0.096
H7 -2.497 1.321 -1.311
H8 -3.029 1.407 0.533
H9 0.651 1.285 1.291
H10 0.663 2.233 -0.372
H11 -0.531 2.553 1.003
H12 -0.064 -2.105 0.686

Values from the calculation:
SMILES = C=C(C)/[NH+]=C(/C#N)N(C)C
2S+1 = 1
E_LUMO = -5.066 eV
E_HOMO = -0.505 hartree
charge = +1

Löwdin atomic charge list, values in e, 8 entries: -0.099, 0.097, -0.226, -0.322, -0.006, -0.028, -0.016, 0.256



Most stable: 2. Least stable: 1.



1:
Entry from the OMol25 dataset: an isolated ion of composition C7H12N3 and charge +1 (ωB97M-V/def2-TZVPD).

Positions of all 22 atoms, in Å:
C1 -2.711 0.025 0.098
C2 0.437 0.170 0.348
C3 -0.699 -1.846 -0.391
C4 -1.665 0.338 -0.756
C5 1.480 0.663 1.158
C6 -0.521 2.341 -0.381
C7 1.657 -1.894 -0.078
N1 -3.558 -0.170 0.871
N2 -0.563 0.911 -0.246
N3 0.379 -1.152 0.086
H1 -1.698 -1.996 0.177
H2 -0.316 -2.653 -1.139
H3 -1.921 0.679 -1.700
H4 2.385 1.057 0.563
H5 2.041 -0.021 1.803
H6 1.189 1.517 1.639
H7 -1.313 2.778 0.294
H8 0.512 2.786 -0.187
H9 -1.046 2.570 -1.437
H10 1.706 -2.759 0.488
H11 2.611 -1.208 -0.092
H12 1.615 -2.136 -1.118

Values from the calculation:
2S+1 = 1
E_LUMO (alpha / beta) = -4.762 / -4.762 eV
E_HOMO (alpha / beta) = -0.485 / -0.485 hartree
charge = +1

Löwdin atomic charge list, values in e, 8 entries: -0.233, -0.211, 0.130, -0.126, 0.004, 0.004, 0.018, 0.206



2:
Entry from the OMol25 dataset: an isolated ion of composition C7H12N3 and charge +1 (ωB97M-V/def2-TZVPD).

Positions of all 22 atoms, in Å:
C1 -0.436 -0.784 0.103
C2 -1.902 -1.658 1.475
C3 -0.939 -1.935 -0.431
C4 0.412 0.394 -1.916
C5 1.532 -0.353 -1.408
C6 0.445 0.166 -0.470
C7 0.863 1.275 0.564
N1 -1.044 -0.668 1.319
N2 -1.814 -2.477 0.454
N3 -0.216 1.570 1.538
H1 0.224 1.901 2.376
H2 -2.404 -2.012 2.370
H3 0.659 1.461 -2.235
H4 -0.300 0.196 -2.654
H5 1.476 -1.322 -1.613
H6 2.379 0.157 -1.411
H7 1.119 2.144 0.072
H8 1.632 0.904 1.142
H9 -2.189 -3.479 0.351
H10 -0.620 -2.639 -1.218
H11 -0.878 0.197 1.834
H12 -0.705 2.418 1.159

Values from the calculation:
SMILES = NCC1(c2c[nH+]c[nH]2)CC1
2S+1 = 1
E_LUMO = -2.602 eV
E_HOMO = -0.472 hartree
charge = +1

Löwdin atomic charge list, values in e, 8 entries: -0.159, -0.075, -0.002, -0.088, -0.013, -0.309, -0.101, 0.158



Most stable: 2. Least stable: 1.